145
Properties=species:S:1:pos:R:3 method="wB97M-V/def2-TZVPD" total_charge=+1 homo_energy_ev=-10.3280 gap_ev=5.79
I -1.4149 -4.1607 -4.3971
S 3.0954 1.4017 4.3700
S 4.5814 6.5263 9.3804
S -5.6264 3.5836 -1.8506
S 0.6139 -0.1281 -6.1421
S 1.3673 -0.0619 -0.1799
S -1.5944 0.4593 -3.9083
S 1.3673 5.4831 6.4176
S -7.9667 -1.7393 -1.2643
P 4.6739 -6.0145 -4.8911
F -4.8901 -4.3617 -2.9475
F -3.9323 -6.0242 -1.2679
F -5.1002 -6.7491 -4.9144
O 2.4079 2.2524 3.4214
O 3.4027 7.3689 9.3459
O 2.7243 5.7711 5.9981
O 4.5381 5.1516 9.8325
O -6.8559 3.8879 -1.1494
O 0.7257 4.2137 6.1472
O 0.7257 -1.3313 -0.4503
O -7.9831 -0.4295 -0.6442
O 2.7243 0.2261 -0.5994
O -7.5758 -1.9384 -2.6441
O 3.0750 -0.0441 4.2718
O -4.3547 4.1695 -1.4765
N -3.2611 -1.0122 -8.7312
N -2.2340 -0.5661 -6.4838
N 1.7000 -5.2917 -4.6828
C 1.4825 -1.3402 -5.0091
C -1.1815 -0.0892 -5.4978
C -5.8943 3.8280 -3.5999
C 5.2776 -5.1029 -6.4531
C 5.6732 -3.5274 -6.2397
C -4.2319 -1.5455 -7.6895
C -9.5505 -2.5150 -1.0087
C 0.3111 7.0821 8.2561
C 1.7496 -2.8352 -5.7085
C 1.2012 5.8442 8.1593
C 3.8711 2.4395 6.6881
C -2.0519 -0.4470 -7.9924
C -0.6024 7.0871 7.0313
C 2.6133 1.8856 6.0208
C -6.1700 1.4126 -3.1998
C -2.7045 -7.5686 -3.7510
C 6.6884 7.3471 7.9878
C 5.3042 -5.2448 -3.2692
C 0.2997 6.7890 5.8429
C 2.0577 -3.8469 -4.4124
C -8.0391 -3.8401 0.3586
C 4.7882 1.9447 4.4918
C 7.1187 7.1487 9.4405
C 1.2012 0.2993 1.5619
C 2.3500 -7.9360 -5.2081
C 6.9755 -5.2920 -3.3309
C -7.0287 -2.8629 -0.2400
C -5.4423 1.8126 -1.9249
C -4.1049 -6.6718 -3.8186
C -1.9549 -7.5756 -5.2082
C 2.7980 -6.3542 -4.8990
C -9.2094 -3.9453 -0.6180
C -4.3143 -5.7166 -2.6747
C 0.7729 -8.3728 -5.3042
C -3.5672 -1.2491 -6.2082
C -5.7701 2.4500 -4.2479
C -0.6024 1.5421 0.4338
C 4.7655 3.0029 5.5848
C 5.3856 6.5751 7.7858
C -0.3471 -7.1877 -5.0856
C 0.2997 1.2441 -0.7546
C 5.8673 7.3749 10.2758
C 0.2019 -5.6571 -4.7492
C 0.3111 1.5371 1.6586
H -1.1189 8.0442 6.9137
H -4.0057 -1.5100 -5.1552
H 5.0246 -5.8480 -2.2953
H 5.7722 3.2238 5.9513
H 5.3951 1.0843 4.7893
H -5.9062 0.3978 -3.5115
H 7.3184 -4.8193 -4.3670
H -4.3734 1.5900 -1.9952
H -2.9242 -8.6992 -3.4514
H 6.1180 -5.7592 -6.9533
H -2.4711 -6.8656 -6.0178
H -10.1500 -2.4494 -1.9182
H -6.3036 -3.3771 -0.8769
H 0.9333 2.4403 1.6532
H -5.2784 -2.0714 -7.8414
H -8.9017 -4.5135 -1.5039
H 1.4305 -3.4759 -3.4673
H 7.4595 7.0104 7.2878
H -1.0939 0.0462 -8.4667
H 2.4908 -0.8570 -4.6158
H 3.1814 -3.6566 -4.1398
H 0.9273 7.6513 5.5988
H 7.4842 6.1245 9.5812
H -0.2622 1.5393 2.5910
H 5.4565 -3.1773 -5.1426
H 0.7380 -0.5656 2.0447
H -10.0675 -4.4551 -0.1702
H 5.5753 5.5455 7.4703
H 4.3660 -5.1164 -7.2239
H -1.1189 2.4992 0.3162
H 5.9471 6.9720 11.2869
H -5.1463 4.5239 -3.9882
H -6.8962 4.2447 -3.7344
H -0.2492 0.9161 -1.6390
H 7.3719 -4.5263 -2.5061
H -7.2543 1.4474 -3.0401
H -1.9413 -7.1677 -2.9575
H -5.8636 1.3551 -1.0282
H 1.8355 2.6494 5.9366
H -6.5073 -2.2974 0.5364
H 0.7993 -1.4567 -4.0398
H -8.3998 -3.4548 1.3200
H 4.3991 1.6313 7.2085
H 2.1899 0.4802 1.9912
H 5.6050 8.4364 10.3125
H -4.7308 2.2781 -4.5531
H -1.9835 -8.6747 -5.6374
H 5.1276 2.3293 3.5285
H -7.5806 -4.8158 0.5474
H 0.9333 7.9853 8.2507
H 5.0376 -4.1186 -3.0983
H 0.4848 -9.4845 -5.5425
H -10.0510 -1.9915 -0.1886
H 6.8211 -3.4155 -6.5399
H -6.3918 2.3785 -5.1458
H 0.9273 2.1064 -0.9986
H 4.3335 3.9335 5.1978
H 7.3916 -6.3713 -3.1500
H -0.2492 6.4611 4.9585
H 2.2244 1.0153 6.5554
H 2.1899 6.0252 8.5886
H 0.7380 4.9794 8.6421
H 4.7318 7.0713 7.0642
H 2.7536 -2.7583 -6.3052
H 7.9209 7.8363 9.7240
H 3.1909 -8.7406 -5.3664
H 5.0836 -2.8954 -7.0572
H -1.3614 6.3022 7.1329
H 3.6200 3.2006 7.4335
H 0.8275 -3.1907 -6.3428
H -0.2622 7.0842 9.1884
H -1.3614 0.7573 0.5354
H 6.5178 8.4142 7.8005

72
Properties=species:S:1:pos:R:3 method="wB97M-V/def2-TZVPD" total_charge=-1 homo_energy_ev="-1.2181 / -4.3560" gap_ev="3.16 / 6.30" de_lowest_kcal_mol=27.5
Ca 0.4275 -0.0043 -0.5210
Cl 1.0729 -0.8646 -2.8743
Cl -0.2667 2.3967 -0.0119
O -1.4223 -0.5736 0.9880
O 0.3440 -2.4036 0.0605
O 0.7503 2.3340 -3.6926
N 1.9452 -0.1514 1.5082
N -1.0669 1.8153 9.6745
N 1.5329 -0.1108 3.6947
N 1.0040 -4.2790 -1.0891
N -2.6708 0.0801 2.7866
C 2.0836 2.4258 -7.0446
C -0.4685 1.7344 6.2042
C 2.0533 2.7305 -5.6764
C 0.0752 1.3486 4.9744
C 0.6037 -0.1604 7.2765
C 2.6720 3.3100 -7.9488
C -2.3095 0.1519 -3.2784
C 1.3541 0.5234 2.4883
C 0.9078 0.2213 4.9125
C -4.0812 -1.0887 -2.1279
C -2.4429 -1.1428 3.5430
C 2.7233 3.8784 -5.2086
C 3.2481 4.5041 -7.4954
C 2.5751 -1.2378 2.0979
C 3.3081 4.7669 -6.1163
C 1.1956 1.9257 -4.7642
C 2.3376 -1.2276 3.4425
C 1.1237 -3.0057 -0.7039
C -0.6765 1.4455 8.6345
C -2.1317 0.2638 1.5751
C -0.1741 1.0005 7.3594
C -2.1295 1.4349 -3.8317
C 1.1455 -0.5537 6.0486
C 1.8555 -4.7859 -2.1447
C -2.6251 -0.8674 -2.5506
C -3.4123 1.1340 3.4611
C 0.0730 -5.1938 -0.4478
H 1.7681 -1.4444 5.9806
H 0.9547 0.8932 -5.0895
H -0.3787 -5.8320 -1.2134
H 2.7876 4.0557 -4.1324
H 2.6833 3.0635 -9.0117
H 0.8005 1.4434 2.3759
H -4.7779 -0.6688 -2.8755
H -0.1194 1.9396 4.0816
H -0.7044 -4.6374 0.0773
H -4.4397 0.8139 3.6851
H 2.2769 -3.9286 -2.6742
H -3.3997 -1.5020 3.9423
H -2.3414 1.2597 1.1361
H 2.6270 -1.9289 4.1976
H -2.7393 1.5888 -4.7310
H 1.2762 -5.4033 -2.8336
H 3.6442 5.2231 -8.2172
H -3.4396 2.0167 2.8121
H -1.7654 -0.9430 4.3886
H 0.5927 -5.8436 0.2691
H 2.6729 -5.3915 -1.7362
H 0.7960 -0.7273 8.1846
H -1.0625 1.4703 -4.1004
H -4.2923 -2.1615 -2.0147
H -1.9993 -1.8885 2.8834
H 3.1414 -1.9543 1.5231
H -1.0939 2.6273 6.2593
H -4.2933 -0.5929 -1.1657
H -2.9411 1.4021 4.4161
H -1.9160 -1.6362 -2.2162
H 1.9655 -2.4710 -1.1731
H 1.6462 1.4810 -7.3730
H 3.8139 5.6680 -5.7640
H -2.2771 2.2341 -3.0928

244
Properties=species:S:1:pos:R:3 method="wB97M-V/def2-TZVPD" total_charge=-1 homo_energy_ev=-1.4786 gap_ev=2.25
Cl -8.5946 -0.7366 -0.1644
Cl 3.3098 -6.5894 -7.5539
Cl 2.0062 -9.4009 -6.5092
Cl -7.7364 -1.1583 -4.3304
P 2.8307 9.1038 3.8809
P -2.8072 4.4916 -7.5005
O -2.9907 5.8459 -6.5559
O 2.4517 0.1112 5.0432
O -2.0942 3.3926 -6.9187
O -1.6141 -5.0216 -5.2824
O -8.3113 5.4343 1.8782
O 5.5619 3.4740 -2.9203
O 1.9121 10.3799 3.5649
O -2.1634 5.2124 -8.8223
O 0.2272 -5.7006 8.8926
O 7.8909 -3.4186 -5.4871
O 4.1807 9.4399 3.1301
O 7.7493 -1.4811 -8.5959
O -1.1884 -2.8736 9.7118
O 2.8935 8.6909 5.3253
O 1.8761 4.1449 7.3104
O -3.8243 -4.6148 0.4604
O 8.3483 0.9601 -10.3896
O 2.1936 7.9807 2.9136
O 7.4546 3.2836 0.6719
O -6.3151 6.2971 3.3670
O -5.5736 -6.0257 0.4803
O 1.1317 -0.4853 -9.1743
O -0.0662 -6.6691 5.9561
O 4.6828 4.2191 7.8137
O -5.1048 8.5873 5.1686
O -0.0163 -2.7727 -6.4273
O 5.0069 0.0191 6.2514
O -4.3559 4.1429 -8.0056
O 7.0390 1.2106 -1.2870
N 1.2329 -0.5406 -0.8552
N -5.5465 -3.4587 5.9643
C -6.0373 -4.9865 5.8829
C 2.1436 2.2495 6.1272
C -3.6959 5.8539 -5.2993
C -4.9549 9.2786 6.4375
C 2.2875 -0.0611 -1.8110
C 0.4803 10.3092 3.7808
C 7.4593 4.1401 1.7956
C 9.0105 -0.8584 -8.9531
C 7.9401 -3.1396 -6.8409
C 8.3504 -4.7758 -5.3317
C -6.0008 -2.7344 4.7109
C 7.6094 2.2350 -2.0955
C 0.5552 -1.5829 -6.9814
C 2.8959 -6.9541 -5.8971
C 2.8419 1.0567 5.7758
C -8.9207 -0.9727 -1.8410
C -5.0365 6.4110 3.9268
C 7.9820 1.4917 -11.6256
C -4.9120 -1.8082 4.3256
C 2.6856 3.2016 6.8977
C -6.9198 5.0186 3.6467
C -5.9388 -2.7381 7.2504
C 0.0213 -7.4442 7.1420
C -3.2771 -6.9154 0.4619
C 1.7436 -7.8390 -5.6023
C 9.0096 -0.2573 -10.3964
C 7.5429 1.1043 0.0486
C 4.1464 3.1783 7.2509
C 4.0815 -3.7024 -0.6063
C -8.3257 5.1570 3.2825
C -0.1535 -0.4915 -1.5053
C -7.5699 -5.2013 6.0425
C -2.6257 -6.0420 -5.4567
C -0.7406 0.9001 -1.2324
C 1.6660 -3.1591 -1.3539
C -1.4512 4.4656 -9.7467
C 6.8994 2.0629 0.9382
C -4.3358 -5.7703 0.4531
C 2.3896 -0.9382 -9.6288
C 4.2490 0.9394 6.5199
C -8.1628 -6.6315 5.8372
C -3.6072 -2.3099 4.9806
C 4.8647 10.7365 3.2556
C -9.5544 5.7585 1.3166
C 5.7672 4.8896 -2.6765
C 0.0374 -3.5630 10.0852
C -0.0977 1.4078 0.0559
C 7.5543 -1.6535 -7.2172
C -4.0148 -3.5263 5.8455
C -9.3865 -6.7823 6.7935
C 2.5788 -4.2341 -0.6735
C 0.1854 -1.3119 -8.5524
C 0.7014 -5.4702 5.9023
C -0.8930 -1.5520 9.2109
C -4.8406 7.2077 5.3125
C -1.4703 -2.6977 -6.3915
C 0.9680 0.3503 0.4263
C 4.8899 2.0963 7.1022
C -2.0926 -3.6856 -5.2339
C 2.0955 8.1789 1.5410
C 1.7296 -1.9094 -0.3858
C 6.6651 2.5933 -3.2835
C -0.1515 -5.0850 10.1957
C -7.5941 -1.1172 -2.5526
C -4.6267 2.8049 -8.3413
C -0.5162 -6.7819 8.4371
H -6.9110 -2.2742 5.0954
H -10.2619 4.9695 1.5715
H -0.3489 -7.4350 9.2936
H -1.1539 -5.3537 10.5290
H 0.3694 -0.6958 -6.3759
H 0.4877 2.3233 -0.0285
H -6.4570 4.3037 2.9663
H -1.6079 -3.4438 -4.2880
H -1.9724 4.2957 -10.6888
H -2.4954 -7.0639 -0.2831
H 2.4631 7.3274 0.9684
H -5.1827 2.3206 -7.5385
H -5.5069 -3.2538 8.1081
H 7.4248 0.8023 -12.2600
H -5.4134 -5.4235 6.6625
H -10.1430 -6.0557 6.4973
H 6.2412 1.7973 -3.8957
H 0.3440 -3.0603 11.0025
H 0.1353 9.4826 4.4020
H 1.0970 8.3309 1.1312
H -5.1525 -0.7621 4.5154
H -7.0028 -2.6370 7.4641
H 9.4130 -4.9904 -5.4452
H 9.8810 -1.5109 -8.8846
H -4.0617 6.8684 -5.1408
H -4.8716 -1.7048 3.2412
H 7.2507 -3.7020 -7.4705
H 7.3421 2.3217 -11.3258
H -2.2319 -7.0584 -5.4564
H 7.0796 1.6649 1.9368
H 9.2449 -0.1037 -8.2025
H 4.4402 11.3188 4.0734
H 0.5710 -5.4743 10.9130
H 0.8200 -7.3361 -5.8891
H 7.2554 0.0765 0.2699
H 4.0298 -3.0335 0.2528
H -3.7418 2.3010 -8.7301
H -0.4201 1.5994 -2.0046
H -5.6543 10.0414 6.7797
H 0.5444 -4.8095 6.7549
H 8.9514 -3.3924 -7.1594
H -0.5359 -8.3771 7.0560
H 8.6211 1.0546 0.2007
H 1.1660 -2.2128 0.4965
H -0.8539 -1.1199 -0.9552
H -7.0458 -0.2574 -2.1677
H -6.8536 4.7100 4.6900
H -3.2428 -5.9890 -4.5598
H 2.6344 9.0488 1.1653
H 2.6925 -5.9489 -5.5281
H 2.0394 -2.7769 -2.3039
H 1.0563 -7.7674 7.2535
H 1.7053 -5.8943 5.8810
H 0.6450 -3.5112 -1.5007
H 1.4877 -7.9900 -4.5536
H -3.1389 -3.4577 -5.0304
H -1.0574 3.5495 -9.3066
H 1.9059 0.7405 -2.4434
H -5.4874 -1.7460 7.2584
H -9.6253 5.8920 0.2371
H -1.8301 0.8698 -1.2462
H 4.7674 11.2292 2.2882
H 2.5542 -0.8456 -2.5192
H -1.7462 -1.7023 -6.0433
H -4.4213 7.0346 3.2781
H -3.8593 6.9148 5.6858
H -7.8200 -4.8035 7.0260
H -3.4809 -3.4381 6.7916
H 0.6257 -0.2838 1.2441
H 8.0950 -5.1379 -4.3358
H -3.1493 -5.7520 -6.3677
H 5.8427 2.3104 0.8378
H -5.2168 2.7947 -9.2577
H -9.0990 -6.5944 7.8280
H 8.0184 -0.9222 -6.5554
H -7.1793 -2.0013 -2.0684
H -8.7777 4.1806 3.4570
H 0.0889 -2.2136 -9.1571
H 8.7598 2.0013 -12.1943
H -9.9332 6.6817 1.7552
H 0.8388 -3.4792 9.3512
H -3.7687 -4.4479 5.3178
H 2.2025 -1.5099 -10.5377
H 1.6438 -1.5574 -6.9325
H 4.8197 5.3303 -2.3667
H -1.5663 -6.5211 8.3053
H -1.7507 -0.8807 9.2552
H -5.5283 6.5956 5.8960
H -1.9758 -2.8883 -7.3382
H -0.6116 -1.7573 8.1780
H 10.0183 -0.1159 -10.7845
H 7.5543 5.1356 1.3620
H 5.9386 5.4354 -3.6043
H 8.4800 1.7934 -2.5804
H 6.4655 4.9198 -1.8401
H -3.1062 -1.4450 5.4154
H -0.8364 1.5946 0.8354
H 2.5284 -4.9925 -1.4547
H -9.5525 -1.8452 -2.0074
H 2.1811 -4.5462 0.2922
H -0.5296 5.0261 -9.9037
H 3.1042 -0.1300 -9.7849
H 7.7892 -5.4034 -6.0239
H -8.8113 5.8653 3.9538
H -2.8544 5.5909 -4.6584
H 6.4794 -1.5304 -7.0849
H 1.8891 0.8764 0.6771
H -2.7295 -6.9621 1.4033
H -6.3155 -3.3941 3.9022
H 5.9199 10.5416 3.4468
H -5.6571 -5.3113 4.9144
H 4.6550 -4.5673 -0.2727
H -9.3898 -0.0660 -2.2231
H 3.2107 0.2150 -1.3016
H -3.9158 9.6026 6.3790
H 2.6976 -1.6197 0.0231
H -9.8117 -7.7721 6.6271
H 8.3623 -0.8273 -11.0629
H 0.5066 -4.8690 5.0142
H 4.3888 -3.0582 -1.4301
H 7.9860 3.1499 -1.6380
H 3.7924 -7.2330 -5.3433
H 5.9447 2.2254 7.2948
H 0.1584 11.1118 4.4444
H -4.5962 5.4159 3.9895
H 2.7855 -1.6457 -8.9002
H -0.6359 -0.6319 -8.7788
H -4.9741 8.6964 7.3588
H -4.6771 5.3850 -5.2257
H -2.9467 -2.6498 4.1829
H 1.0833 2.1798 5.9340
H 6.5462 4.1101 2.3902
H -0.0451 10.3949 2.8296
H -0.0119 -1.1405 9.7032
H 8.3463 4.1341 2.4291
H -3.7137 -7.8990 0.2887
H -7.5033 -7.4860 5.9892
H 7.2236 3.1061 -4.0666
H -8.3579 -6.6219 4.7648
H -8.1995 -4.6063 5.3809
H -0.1146 -0.7285 -2.5686